Formula: C18H24BF3O3S
Source: the Open Molecules 2025 dataset
Level of theory: ωB97M-V with the def2-TZVPD basis set

Each line ends with the Mulliken charge.
CARTESIAN COORDINATES (ANGSTROEM)
S1 -2.643761 5.505065 0.286263  1.167
F1 1.014501 2.671857 2.926064  -0.251
F2 1.527932 0.789695 4.053383  -0.253
F3 -0.627883 1.455061 3.856874  -0.268
O1 -2.912522 5.729297 1.753177  -0.635
O2 -3.704639 6.219662 -0.487780  -0.623
O3 -1.108431 6.064335 -0.021087  -0.493
C1 0.983751 -2.598897 -3.749440  -0.458
C2 0.588930 1.380658 3.174429  0.772
C3 -2.812981 3.684699 -0.134824  -0.555
C4 0.334711 0.506443 1.874727  -0.553
C5 2.667623 -3.538917 3.931836  -0.520
C6 0.262210 -4.707874 3.169345  -0.418
C7 0.027025 -0.557054 -4.597348  -0.300
C8 0.014375 -1.604305 -3.682531  -0.285
C9 1.430291 -5.461557 3.173500  -0.404
C10 1.498678 -2.784088 3.933539  -0.194
C11 1.011745 -0.502637 -5.578006  -0.462
C12 -0.736472 1.235312 0.952461  -0.565
C13 1.971617 -2.541481 -4.726712  -0.387
C14 -1.601269 1.803160 -1.611566  -0.576
C15 0.296064 -3.371623 3.553179  -0.430
C16 2.632093 -4.877485 3.556742  -0.313
C17 -1.733916 3.351616 -1.248697  -0.618
C18 1.986512 -1.492353 -5.639240  -0.364
B1 -0.556295 0.995519 -0.635104  0.353
H1 -3.883587 3.530505 -0.453948  0.465
H2 -0.100078 -0.479653 2.229754  0.019
H3 -0.707524 3.723558 -0.966046  0.351
H4 1.263207 0.257976 1.288924  0.375
H5 1.403690 -6.504356 2.878004  0.357
H6 -0.674937 -5.162190 2.868267  0.367
H7 -1.126147 1.757608 -2.647766  0.038
H8 0.970378 -3.418061 -3.039529  0.365
H9 3.542794 -5.466027 3.562470  0.359
H10 0.303610 0.293910 -1.041386  -0.120
H11 3.606671 -3.082960 4.224168  0.370
H12 -0.674086 2.364191 1.123038  0.149
H13 2.729828 -3.314745 -4.776886  0.359
H14 2.758222 -1.446465 -6.399515  0.357
H15 -2.672005 3.146512 0.844378  0.257
H16 -0.617145 -2.785775 3.555464  0.438
H17 -0.533154 5.965853 0.763518  0.368
H18 -2.050971 3.904850 -2.193020  0.443
H19 -0.730446 0.217190 -4.546534  0.377
H20 -2.592754 1.260942 -1.577886  0.386
H21 1.524040 -1.741652 4.230647  0.394
H22 1.019697 0.311591 -6.293701  0.366
H23 -0.752714 -1.645820 -2.916804  0.434
H24 -1.816479 0.958909 1.201206  0.356

Force components x, y, z for each atom (eV/Å):
-4.568 2.715 3.252
-0.583 -1.893 0.405
-1.727 1.232 -1.588
2.014 0.170 -0.723
1.842 -1.369 -3.166
3.602 -1.664 0.273
-1.473 -0.932 -0.317
0.011 0.056 -0.038
-0.109 -0.965 0.211
1.300 0.067 -0.053
-0.689 0.218 0.432
-0.075 -0.010 -0.014
0.039 0.037 0.011
0.068 -0.052 -0.004
0.036 0.013 -0.045
-0.009 0.053 0.012
-0.009 -0.090 -0.039
-0.002 -0.036 0.066
0.264 0.164 -0.109
-0.058 0.055 0.011
1.228 -0.111 -0.080
0.080 -0.002 -0.024
-0.028 0.050 -0.006
-0.608 -0.423 -0.512
-0.043 -0.010 0.035
-1.541 1.285 0.845
1.233 0.536 0.146
0.658 1.178 -0.238
-1.204 -0.197 -0.148
-0.731 0.575 0.885
0.001 0.061 0.020
0.047 0.020 0.028
-1.094 -0.054 1.083
0.004 0.047 -0.034
-0.055 0.040 -0.006
0.110 -0.161 -0.211
-0.055 -0.025 -0.002
-0.065 -1.350 -0.196
-0.046 0.046 0.003
-0.055 -0.007 0.042
0.066 0.658 -1.028
0.039 -0.043 0.022
-0.635 -0.028 -0.057
0.469 -0.583 1.237
0.027 -0.054 -0.021
0.894 0.622 -0.327
0.012 -0.071 -0.007
0.005 -0.043 0.043
0.038 -0.009 -0.054
1.379 0.281 -0.016

Calculated values
**E**: -44859.920 eV
**Spin multiplicity**: 1
**Orbital gap**: 9.39 eV
**HOMO energy**: -0.3518 Eh